Record 1
Entry from the OMol25 dataset: an isolated molecule of C19H26N4O2S (ωB97M-V/def2-TZVPD).

As for the total charge: 0. As for the SMILES: CCn1c(COc2ccccc2)nnc1SCC(=O)NC1CCCCC1. The lowest unoccupied orbital energy comes out at 0.57 eV. The value obtained for the HOMO energy is -8.689 eV. Its multiplicity is 1. As for the molecular weight: 374.51 g/mol. Its relative energy (zero: lowest compared OMol25 entry of this formula, charge and spin) is 1.509 eV. For the total energy, the calculation gives -1507.3261 Eh.

Geometry (Å):
C -1.9390 -3.7323 0.1985
C -1.5370 -2.3881 0.7972
N -0.7464 -1.6216 -0.1312
C -1.1417 -0.6594 -1.0206
C -2.5398 -0.1881 -1.2036
O -3.0553 0.2063 0.0503
C -4.3240 0.7169 0.1017
C -4.7706 1.0848 1.3705
C -6.0383 1.6019 1.5370
C -6.8783 1.7584 0.4452
C -6.4349 1.3942 -0.8117
C -5.1633 0.8731 -0.9932
N -0.1196 -0.2305 -1.7027
N 0.9700 -0.8991 -1.2932
C 0.5950 -1.7281 -0.3494
S 1.5965 -2.8327 0.5359
C 3.2185 -2.5065 -0.2244
C 3.8649 -1.2397 0.3413
O 4.6848 -1.2887 1.2344
N 3.4466 -0.1214 -0.2652
C 3.8335 1.2075 0.1596
C 4.3326 2.0130 -1.0398
C 4.7222 3.4239 -0.6095
C 3.5370 4.1299 0.0417
C 3.0374 3.3299 1.2405
C 2.6465 1.9182 0.8152
H -2.5333 -4.2885 0.9173
H -2.5269 -3.5914 -0.7059
H -1.0536 -4.3144 -0.0462
H -2.4170 -1.7960 1.0547
H -0.9347 -2.5463 1.6964
H -3.1516 -0.9992 -1.6302
H -2.5148 0.6502 -1.9099
H -4.1022 0.9583 2.2079
H -6.3732 1.8844 2.5237
H -7.8702 2.1626 0.5756
H -7.0803 1.5132 -1.6693
H -4.8437 0.5995 -1.9865
H 3.0672 -2.4461 -1.3005
H 3.8268 -3.3707 0.0398
H 2.6766 -0.1868 -0.9308
H 4.6398 1.0810 0.8900
H 3.5365 2.0621 -1.7866
H 5.1885 1.5054 -1.4886
H 5.0649 3.9919 -1.4767
H 5.5478 3.3692 0.1034
H 2.7303 4.2314 -0.6876
H 3.8301 5.1324 0.3600
H 2.1782 3.8299 1.6920
H 3.8268 3.2733 1.9932
H 2.3129 1.3427 1.6816
H 1.8219 1.9621 0.0985



Record 2
Entry from the OMol25 dataset: the ion C5H9ClN4O2 with charge +2 (ωB97M-V/def2-TZVPD).

As for the total charge: +2. As for the SMILES: C[C@@H]1[NH+]=C(Cl)NC(=[NH2+])[C@H]1[N+](=O)[O-]. The lowest unoccupied orbital energy comes out at -10.00 eV. The value obtained for the HOMO energy is -18.890 eV. Its multiplicity is 1. As for the molecular weight: 192.61 g/mol. Its relative energy (zero: lowest compared OMol25 entry of this formula, charge and spin) is 1.289 eV. For the total energy, the calculation gives -1024.8300 Eh.

Geometry (Å):
C -0.7780 1.7856 0.9331
C -0.7097 1.0417 -0.4182
N -1.6813 0.0182 -0.4254
C -1.3937 -1.1929 0.0470
Cl -2.4889 -2.4490 0.2388
N -0.1549 -1.5193 0.5592
C 0.8887 -0.7135 0.3676
N 2.0627 -1.1414 0.8334
C 0.7588 0.5368 -0.5157
N 0.8926 -0.1216 -1.9317
O 1.9857 -0.0868 -2.3330
O -0.0493 -0.5340 -2.4590
H -0.5311 1.0490 1.7774
H -1.7561 2.2272 1.1083
H -0.0132 2.5213 0.9470
H -0.8963 1.9784 -1.0848
H -2.6540 0.2399 -0.7667
H -0.2152 -2.4685 1.0890
H 2.9570 -0.6338 0.8789
H 2.2433 -1.9196 1.4801
H 1.5330 1.3823 -0.3254



Record 3
Entry from the OMol25 dataset: an isolated molecule of C2H2O2S2 (ωB97M-V/def2-TZVPD).

As for the total charge: 0. As for the SMILES: C#CS[SH](=O)=O. The lowest unoccupied orbital energy comes out at -0.26 eV. The value obtained for the HOMO energy is -10.324 eV. Its multiplicity is 1. As for the molecular weight: 122.17 g/mol. Its relative energy (zero: lowest compared OMol25 entry of this formula, charge and spin) is 4.153 eV. For the total energy, the calculation gives -1024.1100 Eh.

Geometry (Å):
C -1.8970 -0.6032 -0.5350
C -0.8219 -1.0417 -0.2625
S 0.7664 -1.5610 0.2997
S 1.1727 0.4304 0.1959
O 2.5438 0.7626 0.3763
O 0.4131 1.0043 -0.8751
H -2.8263 -0.1161 -0.3968
H 0.6492 1.1248 1.1975